Computed, not measured: C46H60F3MnN3P2Sb as an isolated structure at a distorted geometry, with wB97M-V/def2-TZVPD.

Geometry (Å):
H 2.975 0.089 6.806
C -6.665 0.595 -3.149
C 0.637 4.102 2.099
H 3.282 -2.111 -2.365
C -0.856 6.187 -2.369
H -2.719 0.920 2.224
H -2.267 1.802 5.183
C 4.296 0.057 2.519
C 2.480 -0.226 4.705
N 0.388 -2.695 3.074
C 4.837 -1.353 0.216
H -0.863 -2.586 -6.756
H -1.201 -3.107 4.298
N -1.327 -1.494 0.230
C 2.489 -3.100 -6.107
C 0.722 1.242 3.736
F 1.104 -3.874 -7.775
H 1.816 -0.418 -4.475
F -2.006 8.246 -2.092
H -2.588 -4.464 2.797
C 5.904 -0.823 0.933
C 2.864 -0.011 -2.166
C 1.542 -1.454 -4.442
H -3.807 2.967 3.140
H 1.952 -4.114 -1.335
C -0.783 -3.599 3.393
H -4.245 4.410 -2.991
H 0.349 4.175 3.168
C 1.432 1.457 6.050
C -0.078 2.963 1.388
N 1.942 -0.373 2.355
H -4.105 6.975 -2.824
C -3.333 4.947 -2.880
C 0.269 -1.566 -5.221
C -2.159 4.158 -2.847
H 4.637 -3.824 0.323
C 1.736 -4.650 0.674
H -2.690 3.344 1.803
Sb -1.944 1.920 -3.020
C -4.987 1.895 -2.036
H 4.020 0.830 3.261
H 1.715 3.899 2.197
H 0.573 5.082 1.597
C 2.475 -3.843 -0.391
C -2.040 6.934 -2.383
H -3.533 0.779 4.488
H 1.540 2.020 0.101
H 0.039 6.690 -2.035
P -0.423 1.341 2.366
H -1.046 3.290 1.004
H -1.009 -2.351 -0.259
C -0.944 4.826 -2.658
H 3.299 -3.763 -6.450
H 3.576 0.334 -1.373
H 1.155 1.701 7.041
Mn 0.397 -1.056 1.354
H -0.025 4.240 -2.733
H -3.770 -2.530 2.338
P 2.138 -1.992 -0.228
H 4.034 -5.401 -0.407
H 6.924 -0.845 0.540
C 0.656 2.657 0.077
C -3.987 1.230 -2.813
C -2.702 -2.375 2.174
H 1.220 -3.265 2.986
H 2.023 0.691 -2.127
H -3.610 -0.428 -4.129
H 0.402 -1.299 -2.684
H -1.864 0.170 4.688
H 1.047 -2.950 -2.917
C -3.258 6.327 -2.740
H 0.115 2.865 5.047
C 2.451 -1.505 -2.027
H -3.265 -2.398 0.084
C -2.731 2.985 2.816
C -2.443 1.054 4.408
C -2.174 1.571 2.962
H 0.534 -2.123 3.879
H -2.435 -1.650 2.981
H 1.676 -5.691 0.388
H 2.305 -4.709 1.582
H -1.566 -4.095 1.398
C -1.952 -3.700 2.371
C 1.198 -3.154 -6.634
H 1.020 3.582 -0.365
H -6.016 -0.958 -4.443
H -1.390 -0.792 -0.524
H -4.718 2.748 -1.408
H 5.007 -1.798 -0.797
H 3.407 0.104 -3.129
C 5.603 -0.214 2.157
H -2.272 3.767 3.434
H 4.427 -4.043 -1.406
C 2.655 -2.284 -5.024
H -3.218 -0.738 0.740
H -0.491 -0.809 -5.098
C -2.666 -1.734 0.765
F -8.002 0.382 -3.394
H 6.405 0.075 2.836
C 3.232 -0.627 1.953
H 0.759 -4.219 0.889
C 3.964 -4.269 -0.427
H -0.419 -4.610 3.622
H 3.610 -2.098 -4.499
C -4.330 0.123 -3.574
C -6.325 1.584 -2.276
C 1.273 -1.871 -2.947
C -5.672 -0.185 -3.766
H -7.095 2.028 -1.646
C 3.519 -1.331 0.742
C 0.673 1.922 4.966
H 0.006 2.156 -0.645
H 3.118 -1.078 4.576
C 0.087 -2.435 -6.241
C 1.745 0.222 3.598
C 2.337 0.402 5.930

Its net charge is +3. The calculation puts the LUMO energy (alpha / beta) at -0.3873 / -0.3873 Ha. The calculation puts the largest force on an atom at 3.7 eV Å⁻¹. The orbital gap (alpha / beta) comes out at 2.358 / 2.515 eV. Its HOMO energy (alpha / beta) is -12.9 / -13.1 eV. As for the spin multiplicity: 4.